1.
Density functional theory data (wB97M-V/def2-TZVPD) for a structure of composition C16H20BF16O8Sn in a non-equilibrium geometry.

Cartesian coordinates (Å):
Sn  -1.238  9.890  -3.575
B  1.572  9.394  -2.163
F  2.787  9.155  -1.537
F  0.829  10.247  -1.401
F  1.751  9.893  -3.452
F  0.799  8.208  -2.252
C  4.471  6.812  -3.360
C  5.226  6.206  -2.128
O  6.347  7.002  -1.813
C  7.545  6.729  -2.515
O  7.614  5.981  -3.529
C  8.749  7.422  -1.884
F  9.727  6.528  -1.568
F  9.280  8.128  -2.862
F  8.475  8.305  -0.822
H  3.423  6.513  -3.329
H  5.043  6.718  -4.283
H  4.365  7.897  -3.399
H  5.495  5.150  -2.157
H  4.543  6.350  -1.291
C  6.456  10.537  -1.447
C  5.851  10.395  -2.856
O  5.694  11.655  -3.522
C  5.318  11.701  -4.816
O  5.026  10.645  -5.418
C  5.229  13.070  -5.573
F  6.007  13.977  -4.991
F  5.613  12.900  -6.905
F  3.957  13.566  -5.507
H  5.889  11.270  -0.874
H  7.507  10.818  -1.511
H  6.361  9.597  -0.903
H  4.901  9.861  -2.851
H  6.425  9.702  -3.471
C  3.607  10.407  1.892
C  2.431  11.122  1.331
O  1.623  11.658  2.377
C  0.318  11.256  2.613
O  -0.363  10.561  1.808
C  -0.081  11.841  4.056
F  0.073  13.118  3.995
F  -1.387  11.625  4.162
F  0.634  11.264  5.062
H  4.355  9.998  1.212
H  3.228  9.590  2.507
H  4.084  11.040  2.640
H  1.838  10.493  0.667
H  2.800  12.018  0.831
C  0.552  4.703  -3.525
C  -0.279  5.645  -4.390
O  0.282  5.698  -5.708
C  0.372  6.875  -6.384
O  0.197  7.964  -5.797
C  0.973  6.817  -7.789
F  2.290  6.816  -7.681
F  0.686  5.649  -8.372
F  0.510  7.854  -8.527
H  1.618  4.923  -3.454
H  0.473  3.758  -4.062
H  0.148  4.498  -2.534
H  -0.423  6.601  -3.887
H  -1.313  5.308  -4.469

The total energy comes out at -3060.4235 Eh. The value obtained for the orbital gap is 0.1553 Eh. Its largest force on an atom is 5.54 eV/Å. The lowest unoccupied orbital energy comes out at -8.671 eV. Its highest occupied orbital energy is -12.90 eV. As for the charge: +1.

2.
Density functional theory data (wB97M-V/def2-TZVPD) for a structure of composition C16H20Be2K2N4O8S2 in a non-equilibrium geometry.

Cartesian coordinates (Å):
K  -19.976  -8.074  -11.196
K  -18.979  -10.022  -14.561
Be  -20.009  -4.322  -12.662
Be  -19.357  -5.762  -16.232
S  -19.303  -3.074  -15.209
O  -18.747  -2.740  -13.864
O  -20.218  -4.201  -14.896
O  -20.029  -2.058  -15.917
O  -18.332  -3.745  -16.105
S  -21.593  -7.100  -13.804
O  -21.037  -6.811  -15.131
O  -20.977  -8.381  -13.405
O  -21.365  -6.078  -12.781
O  -23.054  -7.260  -13.846
N  -19.500  -6.678  -19.279
C  -19.462  -5.295  -19.218
C  -20.604  -4.780  -18.695
C  -21.300  -5.905  -18.207
C  -20.609  -7.064  -18.536
H  -18.856  -7.241  -19.811
H  -18.758  -4.735  -19.817
H  -20.761  -3.714  -18.634
H  -22.220  -5.942  -17.643
H  -20.789  -8.119  -18.404
N  -24.385  -5.859  -16.182
C  -25.525  -6.615  -16.092
C  -26.528  -5.946  -16.766
C  -26.063  -4.672  -17.091
C  -24.728  -4.684  -16.817
H  -23.482  -6.110  -15.819
H  -25.430  -7.616  -15.709
H  -27.489  -6.440  -16.755
H  -26.600  -3.875  -17.579
H  -24.015  -3.961  -17.184
N  -24.728  -5.867  -12.128
C  -24.570  -5.345  -10.890
C  -25.793  -4.798  -10.452
C  -26.714  -5.062  -11.482
C  -26.022  -5.565  -12.546
H  -24.158  -6.353  -12.814
H  -23.610  -5.290  -10.400
H  -25.894  -4.293  -9.505
H  -27.729  -4.700  -11.453
H  -26.244  -5.773  -13.583
N  -24.094  -9.816  -15.023
C  -23.232  -10.849  -15.396
C  -23.955  -11.946  -15.784
C  -25.310  -11.535  -15.635
C  -25.339  -10.288  -15.088
H  -23.793  -8.958  -14.586
H  -22.164  -10.698  -15.292
H  -23.590  -12.870  -16.200
H  -26.158  -12.091  -16.003
H  -26.215  -9.682  -14.914

The total energy comes out at -3467.7065 Eh. The value obtained for the orbital gap is 0.0883 Eh. Its largest force on an atom is 5.24 eV/Å. The lowest unoccupied orbital energy comes out at -9.466 eV. Its highest occupied orbital energy is -11.87 eV. As for the charge: +2.

3.
Density functional theory data (wB97M-V/def2-TZVPD) for the molecule C16H20BrNO3S.

Cartesian coordinates (Å):
C  -6.850  -0.835  0.020
C  -5.807  -1.355  0.998
H  -5.730  -0.686  1.861
H  -6.045  -2.368  1.328
O  -4.519  -1.459  0.381
C  -3.779  -0.352  0.321
O  -4.119  0.719  0.748
C  -2.432  -0.643  -0.316
C  -1.876  0.607  -0.998
H  -1.865  1.424  -0.274
H  -2.517  0.900  -1.830
C  -0.459  0.343  -1.512
N  0.397  -0.088  -0.431
C  1.371  0.629  0.176
O  1.941  0.237  1.172
C  1.745  1.947  -0.498
H  0.934  2.670  -0.394
H  1.984  1.822  -1.555
S  3.154  2.730  0.342
C  4.438  1.530  0.233
C  4.426  0.453  -0.644
C  5.488  -0.432  -0.668
C  6.564  -0.230  0.176
C  6.598  0.846  1.048
C  5.532  1.721  1.074
H  5.534  2.560  1.753
H  7.442  0.992  1.703
Br  8.026  -1.452  0.135
H  5.475  -1.274  -1.343
H  3.596  0.281  -1.311
C  -0.070  -1.307  0.203
C  -1.466  -1.100  0.787
H  -1.819  -2.029  1.235
H  -1.419  -0.335  1.565
H  0.641  -1.564  0.990
H  -0.087  -2.106  -0.545
H  -0.064  1.238  -1.989
H  -0.488  -0.460  -2.259
H  -2.560  -1.454  -1.039
H  -6.599  0.178  -0.286
H  -6.893  -1.472  -0.860
H  -7.824  -0.825  0.500

The total energy comes out at -3874.4055 Eh. The value obtained for the orbital gap is 0.3148 Eh. Its largest force on an atom is 0.91 eV/Å. The lowest unoccupied orbital energy comes out at 0.548 eV. Its highest occupied orbital energy is -8.02 eV. As for the charge: 0. The SMILES is CCOC(=O)C1CCN(C(=O)CSc2ccc(Br)cc2)CC1.

4.
Density functional theory data (wB97M-V/def2-TZVPD) for a structure of composition C16H20Cl2N3O2S4W in a non-equilibrium geometry.

Cartesian coordinates (Å):
W  0.252  -0.025  0.212
C  2.405  -1.952  -3.498
C  1.522  -1.089  -2.642
S  1.157  -1.678  -1.056
C  0.964  0.064  -3.068
C  1.151  0.575  -4.468
S  -0.103  0.934  -2.023
H  2.516  -2.947  -3.072
H  3.404  -1.520  -3.588
H  1.995  -2.060  -4.503
H  2.192  0.472  -4.775
H  0.879  1.625  -4.550
H  0.540  0.008  -5.174
N  -0.002  1.567  2.145
C  1.120  2.496  2.414
C  2.457  1.782  2.550
C  2.717  0.791  1.438
O  3.493  -0.112  1.463
O  1.886  1.030  0.374
H  -0.865  2.100  2.105
H  -0.120  0.912  2.916
H  0.932  3.075  3.321
H  1.162  3.191  1.576
H  2.548  1.239  3.492
H  3.255  2.527  2.538
S  -2.254  0.343  0.341
C  -2.595  1.771  -0.538
N  -3.560  1.828  -1.419
C  -3.857  3.130  -2.018
C  -2.605  3.978  -1.797
S  -1.809  3.287  -0.314
H  -4.066  0.985  -1.658
H  -4.738  3.559  -1.538
H  -4.060  2.996  -3.079
H  -2.850  5.021  -1.619
H  -1.906  3.898  -2.627
Cl  1.667  -1.600  3.893
C  0.603  -2.781  3.225
C  0.464  -3.998  3.863
C  -0.410  -4.939  3.340
C  -1.151  -4.666  2.202
C  -1.009  -3.447  1.566
Cl  -1.978  -3.127  0.174
C  -0.111  -2.483  2.051
N  0.100  -1.276  1.432
H  1.035  -4.196  4.758
H  -0.523  -5.895  3.834
H  -1.844  -5.392  1.801

The total energy comes out at -3516.5667 Eh. The value obtained for the orbital gap is 0.2479 Eh. Its largest force on an atom is 1.51 eV/Å. The lowest unoccupied orbital energy comes out at -3.737 eV. Its highest occupied orbital energy is -10.48 eV. As for the charge: +1.